[1]
C46H43FI2N5O3P2S2W as an isolated structure at a distorted geometry, computed with ωB97M-V/def2-TZVPD.

```
! wB97M-V def2-TZVPD RIJCOSX def2/J DEFGRID3
* xyz 1 3
W -0.4971 2.1348 -2.8100
I -1.5058 -1.5351 -7.8575
I -1.2973 3.6068 -5.3329
S -1.2675 3.5071 -0.6513
S 1.7798 1.6891 -4.2108
P 0.5725 2.8824 -0.0837
P 2.5020 1.6362 -2.3141
F 0.8784 -3.2056 1.1849
O -4.5998 2.0010 -2.4123
O -2.4312 2.0691 -2.8677
O -0.7524 0.6405 -1.4540
N -1.7882 -0.5813 -3.7743
N -4.0920 -0.9354 0.4252
N -0.8843 0.3579 -4.1082
N -1.9494 -6.7179 3.3540
N -1.4394 -4.4200 2.5094
C 4.0558 -0.5696 -1.4099
C -6.1631 -0.3745 1.7444
C 2.8310 -0.1267 -1.9034
C 6.6149 3.6410 -2.0260
C -5.2839 -1.1983 2.6333
C -4.2233 0.0923 -0.4720
C 1.6032 1.0409 1.7326
C 0.4474 1.6682 1.2773
C 1.3583 4.2476 0.8292
C 1.3507 5.7397 2.7154
C 2.4443 6.4094 2.1800
C 1.8247 -1.0526 -2.1689
C 5.9742 3.1900 -0.8792
C 4.7703 2.8868 -3.3736
C 2.0316 -2.4012 -1.9329
C 6.0107 3.5006 -3.2661
C -2.8569 -1.5430 0.6186
C -2.1188 -4.3195 3.7933
C 0.8085 4.6587 2.0423
C 0.3958 0.1953 3.6245
C 3.2541 -2.8381 -1.4418
C -0.4918 -1.6355 0.1597
C -2.7217 -2.6711 1.4082
C 4.7329 2.5847 -0.9804
C 1.2522 2.5870 -1.6295
C -3.4692 1.6542 -2.1780
C -5.2488 -1.3933 1.1428
C -1.7202 -0.9958 -0.0331
C -0.7405 1.5417 1.9876
C -2.7499 -5.6906 4.0898
C -0.1970 -5.1706 2.6587
C 4.2623 -1.9233 -1.1836
C -2.1648 -1.3186 -4.8285
C -1.4695 -3.2738 1.6556
C -0.3789 -2.7171 1.0097
C 1.5783 0.3033 2.9049
C -1.8437 0.1458 -0.8798
C -1.4442 -0.8568 -5.9029
C -0.7604 0.8094 3.1664
C 2.4429 4.9263 0.2896
C -0.1758 4.1647 -3.5290
C -0.4922 -6.4258 3.4990
C -0.6640 0.1840 -5.4139
C 2.9905 6.0042 0.9723
C 4.1385 2.4139 -2.2312
C -3.1592 0.6307 -1.1369
H 0.7722 4.5174 -3.9255
H -1.4195 -4.0353 4.5922
H 6.5020 3.8759 -4.1542
H 2.4781 -0.1844 3.2572
H -0.2899 -6.2741 4.5575
H 4.2135 2.2518 -0.0872
H 0.6003 -4.5980 3.1425
H 0.3799 -0.3481 4.5625
H -2.8917 -3.5592 3.7551
H -3.7766 -5.7446 3.7331
H 6.4387 3.3151 0.0904
H -7.2253 -0.5728 1.7298
H -2.1906 -7.6600 3.6536
H 1.2348 -3.1091 -2.1248
H 0.8848 -0.7085 -2.5727
H -2.2102 -0.5817 -2.8559
H 4.2898 2.7733 -4.3368
H -2.7314 -5.9230 5.1530
H -5.9128 0.6685 1.6060
H 7.5878 4.1091 -1.9493
H 3.4263 -3.8939 -1.2736
H 5.2205 -2.2645 -0.8129
H -2.1699 -6.6042 2.3604
H -1.6783 0.7396 3.7385
H 0.9240 6.0579 3.6577
H -3.6067 -3.1187 1.8366
H 2.5319 1.1579 1.1834
H -5.7339 -1.9689 3.2454
H 3.8416 6.5302 0.5593
H -2.8831 -2.1157 -4.7426
H -1.6309 2.0396 1.6221
H -0.0468 4.1334 2.4489
H -5.2178 0.4612 -0.6697
H 0.0941 -7.2746 3.1560
H 2.8495 4.6119 -0.6649
H 0.0430 0.7852 -5.9544
H 4.8564 0.1315 -1.2201
H -5.6947 -2.2987 0.7412
H 0.3975 -1.2625 -0.3195
H -4.4234 -0.7148 3.0777
H 2.8667 7.2564 2.7055
H 0.1518 -5.4611 1.6704
H -0.7155 5.0065 -3.1035
*
```

Properties
Expectation value of S²: 2.04
Energy above the lowest of the compared OMol25 structures with the same formula, charge and spin, kcal per mole: 41.7
Molar mass, g mol⁻¹: 1296.61

Here are the Mulliken charges for atoms 1 to 4, given in e: number 1, W, carries -0.85; number 2, I, carries 0.12; number 3, I, carries 0.10; number 4, S, carries -0.51

[2]
An isolated ion of composition C18H20BrN2O8 and charge -1 at a distorted geometry, computed with ωB97M-V/def2-TZVPD.

```
! wB97M-V def2-TZVPD RIJCOSX def2/J DEFGRID3
* xyz -1 1
Br 4.9596 -1.6225 -0.2123
O 1.3061 0.4388 -1.9423
O -2.3038 1.8592 -0.5026
O -0.8987 0.2097 -2.3536
O -1.8401 -3.1449 0.3537
O 3.7215 0.7169 1.4962
O -0.9369 2.7852 1.0401
O 2.1781 1.9494 0.5425
O -2.3045 -0.9565 0.5230
N -0.1367 -1.5337 0.3864
N 2.6288 0.7375 0.9369
C 3.2792 -3.8184 0.5891
C -1.2457 1.8451 0.0960
C 2.1483 -1.6892 0.4603
C 1.5671 0.4754 -3.3660
C 3.3379 -2.4438 0.3634
C 0.2836 -0.1179 0.7336
C -0.1363 0.8775 -0.1489
C -1.4548 -1.9871 0.4187
C -3.6621 -1.4562 0.6368
C 1.7999 -0.3210 0.6733
C 0.9233 -2.4203 0.4053
C 0.8576 -3.7886 0.5601
C 3.0649 0.4047 -3.4765
C 2.0465 -4.4990 0.7383
C -1.9217 3.8511 1.1155
C -0.0024 0.4844 -1.5853
C -4.5391 -0.2518 0.6800
C -1.5410 4.7393 2.2642
H -2.2834 5.5304 2.3730
H -1.9276 4.4134 0.1711
H -4.4049 0.2763 1.6286
H 3.3645 0.2926 -4.5221
H 4.2061 -4.3810 0.6621
H -4.3128 0.4382 -0.1355
H 3.4563 -0.4361 -2.8869
H -0.0565 0.1335 1.7697
H -2.9075 3.4008 1.2779
H -5.5815 -0.5691 0.6134
H -0.1222 -4.2681 0.6185
H 1.1785 1.4164 -3.7789
H 3.5053 1.3387 -3.0982
H -3.7070 -2.0346 1.5656
H 1.0628 -0.3780 -3.8360
H -1.4998 4.1790 3.2015
H -0.5717 5.2140 2.0949
H 1.2877 1.7913 0.0809
H -3.8860 -2.1202 -0.2057
H 2.0209 -5.5609 0.9800
*
```

Properties
Energy above the lowest of the compared OMol25 structures with the same formula, charge and spin, kcal per mole: 11.4
Molar mass, g mol⁻¹: 472.27

Here are the natural (NBO) charges for atoms 1 to 4, given in e: number 1, Br, carries 0.05; number 2, O, carries -0.55; number 3, O, carries -0.64; number 4, O, carries -0.62

[3]
C13H10Cl5N4NdS2 as an isolated structure, computed with ωB97M-V/def2-TZVPD.

```
! wB97M-V def2-TZVPD RIJCOSX def2/J DEFGRID3
* xyz 0 4
Nd 0.3245 0.0033 -0.8271
Cl -2.9010 1.9378 -0.8589
Cl 2.4105 2.6082 -1.2843
Cl 2.0573 5.7295 -0.9906
Cl -3.2785 5.0163 -0.4854
Cl -0.8071 6.9160 -0.5790
S 0.8326 -2.5079 -1.8371
S 2.6648 -0.6534 0.3769
N 5.5131 -2.9799 0.3385
N -1.9492 -1.3369 -0.6201
N -0.2751 -0.0123 1.7140
N 3.4209 -5.0791 -2.2353
C 3.1589 -2.1616 -0.3706
C -2.0358 -2.4380 0.3708
C 2.4427 -2.8858 -1.2621
C -0.5946 5.2226 -0.7624
C 0.6856 4.6976 -0.9477
C -0.4852 -1.4201 2.1391
C -0.2467 2.4382 -1.0820
C 4.4653 -2.6294 0.0204
C 3.0067 -4.1012 -1.7949
C 0.8127 3.3203 -1.0890
C -1.8768 -1.9285 1.7924
C -1.7026 4.3709 -0.7253
C -1.4867 3.0072 -0.8960
H -2.9902 -2.9599 0.2700
H 0.6216 0.2873 2.0927
H 0.2730 -2.0230 1.6316
H -0.9800 0.5938 2.1229
H -2.6235 -1.1537 2.0057
H -1.2397 -3.1441 0.1326
H -2.0753 -1.7428 -1.5455
H -0.2946 -1.5351 3.2080
H -2.1153 -2.7539 2.4659
H -2.7324 -0.7024 -0.4884
*
```

Properties
Expectation value of S²: 3.75
Energy above the lowest of the compared OMol25 structures with the same formula, charge and spin, kcal per mole: 3.1
Molar mass, g mol⁻¹: 607.89

Here are the natural (NBO) charges for atoms 1 to 4, given in e: number 1, Nd, carries 1.73; number 2, Cl, carries -0.03; number 3, Cl, carries 0.04; number 4, Cl, carries 0.07

[4]
A 3-piece molecular cluster, C4H14N4 overall at a distorted geometry, computed with ωB97M-V/def2-TZVPD.

```
! wB97M-V def2-TZVPD RIJCOSX def2/J DEFGRID3
* xyz 2 3
N -3.2330 6.9045 -3.1993
N -2.9962 7.9674 -3.2190
N 1.5968 -3.2507 2.4818
N 0.3437 -3.3393 2.1254
C -0.2497 -2.0549 1.7475
C -1.9202 5.8005 -6.1576
C 1.4142 -5.0259 4.1402
C 2.2168 -4.0283 3.2920
H 1.9369 -2.3687 2.2294
H -2.0549 6.8456 -6.0996
H -2.4744 5.4753 -6.9650
H 0.2497 -4.8873 4.2227
H 3.3184 -3.9431 3.4904
H -0.0788 -1.3306 2.6439
H -0.9528 5.3190 -6.4174
H 1.4964 -6.1027 3.8554
H -2.8770 9.0074 -3.1698
H 0.2419 -1.7702 0.8762
H -2.3911 5.3490 -5.2463
H 1.7647 -4.9219 5.1201
H -0.1564 -4.1081 2.5846
H -1.3230 -2.0247 1.4549
*
```

Properties
Expectation value of S²: 2.01
Energy above the lowest of the compared OMol25 structures with the same formula, charge and spin, kcal per mole: 69.4
Molar mass, g mol⁻¹: 118.18

Here are the natural (NBO) charges for atoms 1 to 4, given in e: number 1, N, carries 0.47; number 2, N, carries -0.03; number 3, N, carries -0.31; number 4, N, carries -0.09

[5]
One molecule with the formula C24H42BrN2O8PS3 at a distorted geometry, computed with ωB97M-V/def2-TZVPD.

```
! wB97M-V def2-TZVPD RIJCOSX def2/J DEFGRID3
* xyz 0 1
Br 0.7933 -2.4481 -4.2482
S 4.7220 3.1918 -0.3493
S 1.4837 0.4042 -1.5295
S 0.4186 3.3117 -1.6389
P -2.9463 0.2513 -1.5355
O -4.1191 -0.3788 -0.5304
O -0.4883 5.2408 2.7152
O -0.1536 4.5446 -2.2151
O -0.2728 2.1234 -2.5316
O -3.0679 4.2656 0.3564
O -3.4513 1.2909 -2.7571
O 1.8578 3.5020 -1.7873
O -4.0304 4.8970 -0.4072
N -0.3072 4.5589 0.4463
N -3.8333 0.5577 2.4828
C -1.9922 2.0456 1.6446
C -2.6119 3.1673 -0.5075
C 4.2850 -3.2372 -0.9951
C -0.6000 -0.1314 -3.1159
C 1.2418 -4.4826 1.0906
C -0.4140 4.9597 1.5891
C 0.9545 2.5775 1.1340
C -1.8292 -2.5026 -3.1446
C 3.6615 -3.9191 0.2846
C -3.4911 1.5699 1.7671
C -1.3141 0.8143 -0.6250
C -0.3082 0.8286 -1.8608
C -0.4791 -1.6887 -2.8777
C 0.4451 -3.2159 0.5124
C 2.3178 3.4220 1.2346
C -1.2169 -0.4272 0.3539
C -0.0458 -2.2802 1.6816
C -1.5014 2.2525 0.1304
C -1.3880 -2.7397 2.3704
C 3.6189 2.5497 0.9890
C 4.4361 -3.6218 1.6388
C 2.5373 -4.7408 0.2256
C -0.0221 -0.7124 1.2976
C -0.1396 3.1340 0.1656
H 2.6193 -5.6199 -0.4792
H -4.4147 1.4613 -2.6851
H -1.2478 -3.7527 2.8409
H -0.0266 -1.9916 -1.9064
H 3.9352 -2.8116 2.2430
H 0.7521 -2.3559 2.4877
H -2.1311 -0.5324 1.0155
H 1.3174 1.5414 0.9401
H 2.2972 4.3494 0.5893
H -3.6130 2.6568 -0.6765
H -4.3324 2.1297 1.2562
H 4.2337 2.5626 1.9382
H -0.0538 -0.2343 2.3271
H 2.4118 3.8183 2.2909
H -1.4209 0.1898 -3.8051
H -4.9126 4.6054 -0.0878
H 1.1427 -2.7343 -0.2200
H -2.1626 -2.8331 1.5476
H -2.4359 -2.4774 -2.1918
H 5.4088 -3.2798 -0.8515
H 1.0259 -0.5600 0.9510
H -2.4449 -1.9839 -3.9229
H 3.4169 1.4697 0.7704
H -0.4588 -3.6404 -0.0182
H 5.3191 2.0384 -0.8303
H -1.3249 -1.3432 -0.3130
H 1.6250 -4.2598 2.1353
H 0.3055 0.0814 -3.7722
H -1.2962 1.4274 2.2591
H 4.0292 -2.1421 -1.0382
H -4.8593 0.4875 2.3756
H -2.3539 3.6338 -1.4937
H 1.5834 -0.8768 -1.0560
H 0.5649 2.5435 2.1977
H 5.4561 -3.2095 1.3764
H -1.7079 -1.9478 3.0945
H 0.5947 -5.3978 1.1719
H -4.6236 -1.0635 -1.0014
H -2.0373 3.0287 2.2109
H -1.6083 -3.5721 -3.4262
H 4.6107 -4.5455 2.2444
H 4.0678 -3.7942 -1.9419
*
```

Properties
E_tot, a.u.: -5760.639891
Molar mass, g mol⁻¹: 693.68

Here are the Mulliken charges for atoms 1 to 4, given in e: number 1, Br, carries -0.17; number 2, S, carries -0.26; number 3, S, carries 0.13; number 4, S, carries 1.79

[6]
C14H39BBeF4NO10 as an isolated structure at a distorted geometry, computed with ωB97M-V/def2-TZVPD.

```
! wB97M-V def2-TZVPD RIJCOSX def2/J DEFGRID3
* xyz 1 1
F 7.7380 -1.4839 -15.6944
F 8.6141 0.3590 -14.7025
F 8.6046 0.1306 -16.9443
F 6.6476 0.5588 -15.6780
O 9.8682 4.1999 -14.9340
O 5.0348 3.3853 -15.6405
O 6.1591 -1.0024 -13.0687
O 4.5722 1.2079 -17.3265
O 4.1101 -1.9258 -11.4630
O 10.6815 -1.9877 -17.6505
O 8.8821 -3.8362 -16.5868
O 6.2419 -3.0575 -17.5868
O 9.2030 -0.4361 -19.6698
O 11.2602 3.9067 -17.4141
N 6.3680 -0.6636 -18.8797
C 5.1521 -2.7393 -18.4554
C 10.6461 -2.1930 -16.1845
C 9.9786 3.3596 -17.2092
C 5.7441 -1.8123 -19.4873
C 6.8871 0.3615 -19.7652
C 5.8635 -3.4266 -16.2844
C 10.1201 -3.5558 -15.9341
C 3.8969 -1.8601 -12.8697
C 10.1498 0.6282 -19.4938
C 9.2394 4.2508 -16.2117
C 4.8064 -0.8857 -13.5818
C 8.1107 -0.0690 -20.5877
C 3.4940 2.0910 -16.9097
C 3.8179 2.6214 -15.5689
B 7.8903 -0.1067 -15.7994
Be 8.3703 -2.0309 -18.0485
H 3.8576 -2.8599 -13.3015
H 5.3435 3.6358 -14.7664
H 6.7744 -3.7840 -15.8028
H 6.9934 1.2704 -19.1735
H 8.2491 3.8239 -16.0312
H 11.0592 0.1196 -19.1695
H 6.0817 0.6189 -20.4652
H 4.8971 -1.0831 -14.6513
H 5.1902 -4.2850 -16.3429
H 4.7853 -3.6573 -18.9214
H 10.1072 2.3409 -16.8285
H 11.6531 -2.0850 -15.7900
H 10.0798 -3.6808 -14.8510
H 9.2199 5.2634 -16.6202
H 4.9449 -1.4675 -20.1533
H 4.2697 -2.3003 -17.9843
H 10.5382 1.0580 -20.4187
H 11.4465 4.5430 -16.7180
H 4.0897 1.7383 -14.9801
H 11.5459 -1.8183 -18.0328
H 2.9533 3.0348 -15.0471
H 3.4459 2.9274 -17.6134
H 4.4910 0.1490 -13.4320
H 5.3559 1.6107 -16.9224
H 5.6728 -0.1378 -18.3536
H 9.8448 1.3744 -18.7659
H 3.7304 -1.1421 -11.0579
H 6.4388 -2.4047 -20.0887
H 8.7595 -4.7443 -16.8782
H 2.8624 -1.5152 -12.9815
H 9.9524 -1.4229 -15.8497
H 2.5948 1.4889 -17.0189
H 6.7217 -0.8096 -13.8271
H 8.3101 0.6760 -21.3561
H 10.8388 -4.2662 -16.3470
H 9.2772 4.5808 -14.2813
H 7.8447 -0.9667 -21.1468
H 5.5051 -2.6231 -15.6406
H 9.4444 3.2462 -18.1554
*
```

Properties
E_tot, a.u.: -1802.864121
Molar mass, g mol⁻¹: 477.28

Here are the natural (NBO) charges for atoms 1 to 4, given in e: number 1, F, carries -0.57; number 2, F, carries -0.55; number 3, F, carries -0.56; number 4, F, carries -0.56